Entry 1:
Formula: C3H12N2O2
Source: OMol25
Level of theory: ωB97M-V with the def2-TZVPD basis set

The geometry in XYZ format:
```
19
Properties=species:S:1:pos:R:3
C 0.72184 -1.58311 -2.54910
C 0.35498 -2.33421 -1.30070
N -0.55490 -1.53178 -0.44931
C -0.95096 -2.06196 0.64971
N -1.77639 -3.15664 0.65478
H 1.09610 -0.59220 -2.29310
H -0.05455 -1.56594 -3.31176
H 1.56596 -2.05739 -3.05409
H 1.25390 -2.54237 -0.70848
H -0.06566 -3.33191 -1.49736
H -0.62983 -1.71584 1.64301
H -1.85132 -3.88999 1.33129
H -2.24626 -3.30808 -0.22469
O 2.89259 5.46706 1.33968
H 3.41820 6.27260 1.42713
H 3.09299 5.12647 0.46274
O -1.37102 3.01872 1.35040
H -0.48872 2.74435 1.07971
H -1.29506 3.98107 1.41024
```

- E_HOMO: -7.7 eV
- Maximum force: 2.0 eV/A
- LUMO: 0.811 eV
- Energy above the lowest of the compared OMol25 structures with the same formula, charge and spin: 247.84 kJ/mol
- DFT total energy: -10378.9809 eV


Entry 2:
Formula: C3H12N2O2
Source: OMol25
Level of theory: ωB97M-V with the def2-TZVPD basis set

The geometry in XYZ format:
```
19
Properties=species:S:1:pos:R:3
C -1.39551 2.32901 0.69545
C -0.82684 0.91028 0.73502
N -1.32404 0.10231 -0.37790
O -1.27639 0.19199 1.84563
O 0.58906 0.94788 0.77367
H -1.19285 2.81538 1.64680
H -2.47111 2.28705 0.54168
H -0.93004 2.88946 -0.11143
H -0.65187 -0.62104 -0.64386
H -1.47643 0.66680 -1.20535
H -1.88196 -0.46203 1.32504
H 0.84008 0.71726 1.67519
C 1.79619 -2.33616 -0.73714
N 1.26684 -1.13721 -1.37373
H 1.30030 -2.46797 0.22461
H 1.56851 -3.20053 -1.36210
H 2.88125 -2.31336 -0.56101
H 1.48522 -0.31939 -0.80918
H 1.69959 -0.99972 -2.28139
```

- E_HOMO: -9.3 eV
- Maximum force: 2.6 eV/A
- LUMO: 0.864 eV
- Energy above the lowest of the compared OMol25 structures with the same formula, charge and spin: 71.04 kJ/mol
- DFT total energy: -10380.8134 eV


Entry 3:
Formula: C3H12N2O2
Source: OMol25
Level of theory: ωB97M-V with the def2-TZVPD basis set

The geometry in XYZ format:
```
19
Properties=species:S:1:pos:R:3
C -1.18832 -0.34548 1.70679
C -0.94968 1.04216 0.90987
N 0.24434 1.06084 0.05992
C 0.28221 0.16290 -1.17428
N 1.59723 0.36564 -1.80150
H -0.92729 -1.20778 1.06282
H -2.23529 -0.59500 2.02697
H -0.50252 -0.20977 2.58712
H -1.73617 0.96081 0.12287
H -1.08654 1.92944 1.54011
H 1.08610 0.38171 0.51409
H 0.00627 -0.88065 -0.92084
H -0.63179 0.43019 -1.72882
H 2.32991 0.21722 -1.05701
H 2.83445 -0.45132 1.61202
O 2.24486 -0.39241 0.86834
H -2.90240 -1.95758 -0.93362
H 1.72218 -0.24434 -2.53652
O -2.20901 -1.29707 -0.71239
```

- E_HOMO: -9.0 eV
- Maximum force: 4.1 eV/A
- LUMO: -4.600 eV
- Energy above the lowest of the compared OMol25 structures with the same formula, charge and spin: 941.94 kJ/mol
- DFT total energy: -10371.7871 eV


Entry 4:
Formula: C3H12N2O2
Source: OMol25
Level of theory: ωB97M-V with the def2-TZVPD basis set

The geometry in XYZ format:
```
19
Properties=species:S:1:pos:R:3
C 0.28114 -1.64576 0.59682
C 1.21588 -0.83513 -0.32785
N 0.52223 0.26791 -1.01458
C -0.07171 1.28116 -0.13316
N -1.06030 1.98561 -0.91693
H -0.67622 -1.84829 0.08542
H 0.03606 -1.00354 1.47552
H 0.76844 -2.57647 0.93445
H 1.99764 -0.31113 0.27290
H 1.69578 -1.47277 -1.13220
H -0.36316 -0.20343 -1.46226
H -0.47620 0.76835 0.75227
H 0.73105 1.92050 0.22252
H -1.72854 1.24773 -1.20981
H -2.57608 -0.99482 -1.79552
O -1.88644 -0.63033 -1.28310
H 1.72905 0.80355 3.09248
H -1.50069 2.70876 -0.38197
O 1.36205 0.53811 2.22499
```

- E_HOMO: -9.1 eV
- Maximum force: 4.2 eV/A
- LUMO: -4.684 eV
- Energy above the lowest of the compared OMol25 structures with the same formula, charge and spin: 858.53 kJ/mol
- DFT total energy: -10372.6516 eV


Entry 5:
Formula: C3H12N2O4
Source: OMol25
Level of theory: ωB97M-V with the def2-TZVPD basis set

The geometry in XYZ format:
```
21
Properties=species:S:1:pos:R:3
N 20.53099 -8.17058 -22.20314
C 19.51539 -8.76154 -22.84259
N 20.02339 -9.32020 -23.95794
O 18.27635 -8.71375 -22.56278
H 21.47820 -8.23032 -22.54858
H 20.24049 -7.50604 -21.50022
H 19.30409 -9.81636 -24.46442
H 21.02170 -9.22780 -24.08021
O 24.28876 -6.33853 -23.33050
C 25.52590 -6.71498 -22.67432
C 26.10370 -7.81792 -23.49694
O 25.70376 -9.09586 -23.34501
H 24.40797 -5.61624 -23.95154
H 26.29669 -5.94477 -22.64714
H 25.23485 -6.97986 -21.65784
H 27.14362 -7.92110 -23.18705
H 26.10193 -7.62315 -24.56939
H 26.26236 -9.62801 -23.91630
O 22.78214 -8.54523 -23.89796
H 23.03982 -7.62350 -23.88186
H 23.55793 -9.01663 -23.59437
```

- E_HOMO: -9.0 eV
- Maximum force: 4.1 eV/A
- LUMO: 0.181 eV
- Energy above the lowest of the compared OMol25 structures with the same formula, charge and spin: 75.11 kJ/mol
- DFT total energy: -14475.5386 eV


Entry 6:
Formula: C3H12N2OS
Source: OMol25
Level of theory: ωB97M-V with the def2-TZVPD basis set

The geometry in XYZ format:
```
19
Properties=species:S:1:pos:R:3
N -1.84615 1.24283 -0.16405
C -0.75948 0.82876 -1.05165
C 0.39053 0.12613 -0.34348
N 1.26584 1.02126 0.44190
C 1.23732 -0.73262 -1.26055
S 2.23679 -1.96266 -0.38864
H -1.70624 2.14783 0.26485
H -1.97544 0.60834 0.61241
H -1.17295 0.10585 -1.76278
H -0.43406 1.71956 -1.59842
H -0.03689 -0.57914 0.36982
H 2.17214 1.12777 0.00982
H 0.80650 1.91122 0.59588
H 0.60968 -1.27628 -1.98589
H 1.86832 -0.11590 -1.90929
H 2.20893 -1.36275 0.80889
O -3.66310 1.01915 2.40210
H -3.95357 0.24267 2.88920
H -4.42486 1.34669 1.91600
```

- E_HOMO: -8.8 eV
- Maximum force: 1.1 eV/A
- LUMO: 0.829 eV
- Energy above the lowest of the compared OMol25 structures with the same formula, charge and spin: 43.21 kJ/mol
- DFT total energy: -19168.2930 eV


Entry 7:
Formula: C3H12N2OS
Source: OMol25
Level of theory: ωB97M-V with the def2-TZVPD basis set

The geometry in XYZ format:
```
19
Properties=species:S:1:pos:R:3
N 0.42920 -3.23704 1.23637
C 0.35041 -2.46773 0.03040
C -0.16425 -1.10243 0.28272
N -0.38674 -0.34890 -0.92506
C 0.84171 -0.36283 1.21618
S 0.93052 1.45417 1.09779
H 0.87510 -4.13222 1.21155
H -0.18532 -3.13721 2.02065
H -0.17799 -3.02328 -0.76350
H 1.30862 -2.32004 -0.48106
H -1.10849 -1.15197 0.84900
H -0.25388 0.64520 -0.91518
H -1.23540 -0.62239 -1.39359
H 1.84962 -0.69116 0.98154
H 0.57037 -0.66904 2.21546
H 0.42908 1.69456 2.31206
O -2.39832 3.68957 -3.43377
H -1.80054 4.43353 -3.31742
H -1.89060 2.90122 -3.61210
```

- E_HOMO: -8.8 eV
- Maximum force: 2.5 eV/A
- LUMO: 0.689 eV
- Energy above the lowest of the compared OMol25 structures with the same formula, charge and spin: 83.66 kJ/mol
- DFT total energy: -19167.8738 eV


Entry 8:
Formula: C3H12N2S
Source: OMol25
Level of theory: ωB97M-V with the def2-TZVPD basis set

The geometry in XYZ format:
```
18
Properties=species:S:1:pos:R:3
C 1.89999 1.76194 -0.31691
S 1.64679 1.02582 1.32988
C -0.03388 1.54979 1.78522
H 2.97129 1.76983 -0.49922
H 1.47244 2.76167 -0.44920
H 1.34068 1.17219 -1.03718
H -0.56768 0.77649 2.36238
H 0.11041 2.33651 2.52986
H -0.71758 1.64827 0.94106
N -1.37863 -1.91308 0.38022
C -0.84047 -2.17623 -0.95086
N -0.39531 -1.10936 -1.83981
H -0.78461 -1.89927 1.19518
H -2.06452 -1.18967 0.52273
H 0.11737 -2.68958 -0.82570
H -1.65133 -2.76352 -1.39339
H -1.10778 -0.72157 -2.44637
H -0.01718 -0.34023 -1.28786
```

- E_HOMO: -8.6 eV
- Maximum force: 1.2 eV/A
- LUMO: 0.874 eV
- Energy above the lowest of the compared OMol25 structures with the same formula, charge and spin: 74.62 kJ/mol
- DFT total energy: -17120.0729 eV


Entry 9:
Formula: C3H12N2Si
Source: OMol25
Level of theory: ωB97M-V with the def2-TZVPD basis set

The geometry in XYZ format:
```
18
Properties=species:S:1:pos:R:3
H 0.47666 2.15198 -3.01951
N 0.83456 1.23693 -2.94287
Si 2.28223 0.68869 -2.53747
N 2.23916 -1.00083 -2.22724
H 3.73401 1.03157 -2.57786
H 3.14547 -1.42536 -2.21072
H 1.44979 -1.54439 -2.27885
C -1.26284 -1.22951 2.27184
C -1.80255 -0.21009 1.27361
C -0.88753 1.04753 1.23420
H -0.37916 -1.62917 1.94783
H -1.21833 -0.64661 3.11785
H -2.12302 -1.99609 2.46369
H -1.95273 -0.71738 0.25266
H -2.77278 0.23572 1.71041
H 0.07581 0.63761 0.80815
H -0.51486 1.53872 2.11611
H -1.32389 1.83070 0.59816
```

- E_HOMO: -9.1 eV
- Maximum force: 5.1 eV/A
- LUMO: 0.632 eV
- Energy above the lowest of the compared OMol25 structures with the same formula, charge and spin: 298.18 kJ/mol
- DFT total energy: -14162.4257 eV


Entry 10:
Formula: C3H12N3
Source: OMol25
Level of theory: ωB97M-V with the def2-TZVPD basis set

The geometry in XYZ format:
```
18
Properties=species:S:1:pos:R:3
C 0.99914 0.24917 1.99619
N 1.71510 -0.21061 0.79914
H 1.03318 -0.39122 2.88672
H 1.01677 1.29649 2.26045
H 0.20543 0.02882 1.29974
H 2.71182 -0.01386 0.93161
C -0.81740 0.56475 -1.52808
C -1.43344 -0.56860 -0.71444
N -0.46658 -1.64837 -0.53529
N 0.09423 1.31898 -0.66855
H -0.31694 0.09235 -2.39403
H -1.61722 1.21195 -1.88487
H -1.77973 -0.12244 0.24168
H -2.30219 -0.99652 -1.21136
H 0.41426 -1.32216 -0.14097
H -0.84946 -2.38250 0.06427
H 0.87899 0.80493 -0.17285
H 0.51404 2.08885 -1.22937
```

- E_HOMO: -13.8 eV
- Maximum force: 4.1 eV/A
- Charge: +1
- LUMO: -8.950 eV
- Energy above the lowest of the compared OMol25 structures with the same formula, charge and spin: 780.29 kJ/mol
- DFT total energy: -7762.5433 eV


Entry 11:
Formula: C3H12N3O
Source: OMol25
Level of theory: ωB97M-V with the def2-TZVPD basis set

The geometry in XYZ format:
```
19
Properties=species:S:1:pos:R:3
N -1.17960 -1.53685 -2.78507
C -0.53063 -0.25633 -2.51406
N -1.31804 0.75763 -1.78318
H -1.43909 -2.03339 -1.95074
H -1.97394 -1.48316 -3.40650
H 0.32350 -0.49151 -1.85246
H -0.26776 0.22163 -3.45528
H -2.12866 0.97426 -2.36544
H -1.69022 0.34824 -0.93833
C 0.70572 0.33232 1.02698
O 1.30327 -0.21496 -0.05043
C 1.37986 -0.10319 2.36258
N 1.18781 0.76415 3.52345
H 0.72375 1.45682 1.04325
H -0.37876 0.06272 1.14590
H 0.95848 -1.08306 2.62935
H 2.43808 -0.30700 2.19851
H 1.67173 1.64912 3.47990
H 0.21448 0.94255 3.69159
```

- E_HOMO: -2.4 eV
- Maximum force: 1.2 eV/A
- Charge: -1
- LUMO: 4.125 eV
- Energy above the lowest of the compared OMol25 structures with the same formula, charge and spin: 76.43 kJ/mol
- DFT total energy: -9822.6708 eV


Entry 12:
Formula: C3H12N3O
Source: OMol25
Level of theory: ωB97M-V with the def2-TZVPD basis set

The geometry in XYZ format:
```
19
Properties=species:S:1:pos:R:3
C -1.66641 -2.81542 1.94561
O -1.01432 -1.65622 1.35158
H -1.40419 -0.88239 1.72481
H -2.64984 -3.03803 1.54086
H -1.67240 -2.64093 3.01540
H -0.98410 -3.60722 1.63465
C -0.44689 -0.25425 -1.20545
C 1.23879 1.56034 -0.94457
N 1.73259 1.06544 0.25778
N 0.12799 1.02511 -1.52461
N 1.65216 2.79686 -1.35621
H 1.44733 0.25813 0.78775
H 2.39094 1.61328 0.76765
H -0.22558 1.57409 -2.29723
H 0.96946 3.58450 -1.40232
H 2.45757 3.25792 -0.98506
H -1.42858 -0.05792 -0.75668
H 0.15524 -0.84930 -0.52969
H -0.67974 -0.93399 -2.02426
```

- E_HOMO (spin up / spin down): -3.6 / -8.7 eV
- Maximum force: 2.2 eV/A
- LUMO (spin up / spin down): 0.879 / 0.730 eV
- Multiplicity: 2
- Energy above the lowest of the compared OMol25 structures with the same formula, charge and spin: 99.25 kJ/mol
- DFT total energy: -9820.3382 eV
- Expectation value of S²: 0.754


Entry 13:
Formula: C3H12N3P
Source: OMol25
Level of theory: ωB97M-V with the def2-TZVPD basis set

The geometry in XYZ format:
```
19
Properties=species:S:1:pos:R:3
C -0.99412 -1.82788 -1.33939
P 0.53357 -0.86767 -1.86231
N 0.79546 -0.12248 -0.25964
N 1.80865 0.90520 -0.17300
N -0.35380 0.22863 0.57616
C -0.06404 0.22113 2.00906
C -0.82573 1.52275 0.22428
H -1.33677 -1.11213 -0.60134
H -0.89119 -2.83537 -0.91219
H -1.64883 -2.05106 -2.12879
H 1.21398 -2.05926 -1.49256
H 1.94100 1.25963 -1.10192
H 2.65630 0.40199 0.13256
H -0.05632 -0.77740 2.41491
H 0.94272 0.71523 2.06303
H -0.87818 0.77976 2.50269
H -0.97465 1.51357 -0.91511
H -1.76842 1.73748 0.53452
H -0.09963 2.36788 0.32902
```

- E_HOMO: -8.4 eV
- Maximum force: 5.1 eV/A
- LUMO: 1.051 eV
- Energy above the lowest of the compared OMol25 structures with the same formula, charge and spin: 50.10 kJ/mol
- DFT total energy: -17061.2504 eV